Entry a
One molecule with the formula C5H7F2NO2. Source: the OMol25 dataset; level of theory: ωB97M-V/def2-TZVPD.

Results
HOMO-LUMO gap	10.51	eV
total charge	0

XYZ file:
```
17
Properties=species:S:1:pos:R:3:nbo_charge:R:1
C 1.60484 0.00563 -1.33399 0.774
C -0.16232 -1.30207 0.19737 -0.524
C -1.02469 1.04579 0.41057 -0.272
C 0.93106 -0.26146 0.06509 -0.164
C -1.46429 -0.64756 0.37501 0.703
N 0.38218 1.03227 0.58727 -0.661
O 1.63001 1.32320 -1.61614 -0.664
O 2.05946 -0.89145 -1.98197 -0.570
F -2.06120 -0.92935 1.54544 -0.334
F -2.34061 -0.75648 -0.67159 -0.341
H -0.11870 -1.90897 -0.68308 0.266
H -0.20367 -1.88278 1.12310 0.246
H -1.32294 1.43955 -0.54337 0.198
H -1.56067 1.51556 1.18643 0.213
H 1.77009 -0.63018 0.66547 0.239
H 1.15876 1.65348 -0.84649 0.499
H 0.72269 1.19480 1.52088 0.391
```

=====

Entry b
One molecule with the formula C5H7F2NO2. Source: the OMol25 dataset; level of theory: ωB97M-V/def2-TZVPD.

Results
HOMO-LUMO gap (spin up / spin down)	7.42 / 8.38	eV
total charge	0

XYZ file:
```
17
Properties=species:S:1:pos:R:3:nbo_charge:R:1
C -2.00483 0.28430 1.62314 0.781
C 1.58913 0.07800 -1.65221 -0.533
C 0.38337 -0.79698 -2.17319 0.110
C 1.15016 -0.02221 -0.19282 0.568
C -0.47051 0.31079 1.71315 -0.342
N 0.21759 0.67753 0.41547 -0.669
O -2.64129 0.23265 2.64540 -0.567
O -2.45749 0.26054 0.41059 -0.667
F 0.53251 -2.14918 -1.82222 -0.375
F 1.71001 -1.00840 0.56688 -0.330
H 2.51619 -0.51364 -1.71907 0.258
H 1.73262 1.01622 -2.13070 0.238
H -0.68420 -0.49062 -2.11881 0.135
H -0.17183 -0.65961 1.96094 0.243
H -0.05963 0.91317 2.48788 0.231
H 0.35567 1.70704 0.32926 0.396
H -1.69744 0.16040 -0.34368 0.521
```

=====

Stability ranking, top and bottom: entry a is the most stable and entry b is the least stable.